Record 1
A cluster of 2 separate species, C3H5F in total, computed with ωB97M-V/def2-TZVPD.

Structure (ORCA input):
```
! wB97M-V def2-TZVPD RIJCOSX def2/J DEFGRID3
* xyz 0 1
C -0.29032 -1.56080 0.05911
C -0.38000 -0.30491 0.01974
C 0.11543 1.04754 0.01032
F -2.52451 0.29429 -0.08055
H -1.06137 -2.31471 -0.11956
H 0.63421 -2.13238 -0.03514
H 1.26882 1.01932 0.01471
H -0.30980 1.60414 -0.91793
H -0.30571 1.68321 0.82899
*
```

Summary:
Strongest force on any atom in Eh/bohr: 0.071
Energy relative to the best compared isomer or geometry (same formula, charge and spin) in kcal/mol: 73.97
Electronic energy in Eh: -217.02030
Gap between HOMO and LUMO (alpha / beta) in eV: 9.6 / 9.6

=====

Record 2
An isolated molecule of C7H14, computed with ωB97M-V/def2-TZVPD.

Structure (ORCA input):
```
! wB97M-V def2-TZVPD RIJCOSX def2/J DEFGRID3
* xyz 0 1
C 2.90533 -1.46958 0.45814
C 2.24577 -0.60097 -0.29505
C 1.70630 0.72634 0.16238
C 0.25256 0.96743 -0.19025
C -0.67723 0.07784 0.63780
C -2.15633 0.36014 0.42252
C -2.67208 -0.20601 -0.91658
H 3.20253 -1.28404 1.48253
H 3.22571 -2.39602 0.00478
H 2.04025 -0.84966 -1.33197
H 1.88060 0.81328 1.24472
H 2.39592 1.48922 -0.24531
H -0.03673 2.01624 -0.06850
H 0.10570 0.69059 -1.24038
H -0.42644 0.17989 1.69332
H -0.47131 -0.95907 0.37525
H -2.36444 1.42752 0.35364
H -2.73384 -0.05029 1.24993
H -3.75748 -0.12369 -0.96691
H -2.38606 -1.24486 -1.11821
H -2.27874 0.43569 -1.71186
*
```

Summary:
Strongest force on any atom in Eh/bohr: 0.027
Energy relative to the best compared isomer or geometry (same formula, charge and spin) in kcal/mol: 19.30
SMILES: C=CCCCCC
Electronic energy in Eh: -275.08550
Gap between HOMO and LUMO in eV: 10.8

=====

Record 3
A cluster of 3 separate species, C6H18N2O in total, computed with ωB97M-V/def2-TZVPD.

Structure (ORCA input):
```
! wB97M-V def2-TZVPD RIJCOSX def2/J DEFGRID3
* xyz 0 1
C -0.32401 -1.44479 -1.67842
C -0.84669 -0.01490 -1.76108
C -2.22271 0.10435 -1.10814
N 0.10388 0.87714 -1.08285
N -0.06210 2.26146 -1.35721
H -0.20854 -1.74175 -0.63754
H -1.01829 -2.12733 -2.16375
H 0.63780 -1.53780 -2.18203
H -0.94344 0.26445 -2.82864
H -2.93378 -0.54770 -1.61140
H -2.16194 -0.18652 -0.06125
H -2.60259 1.12347 -1.16776
H 1.04796 0.63846 -1.37596
H -0.81691 2.61111 -0.77571
H -0.30934 2.43281 -2.33553
C 0.56843 1.20817 2.19732
C -0.02482 -0.14577 2.40699
O 0.26197 -0.92321 3.33252
H 0.61899 1.39247 1.11758
H -0.07492 1.96385 2.64590
H 1.56464 1.25744 2.62954
H -1.05509 -0.20852 1.99672
C 2.16420 -1.42262 1.12701
H 1.38864 -1.46850 2.00047
H 2.02854 -2.39475 0.65741
H 3.12634 -1.34383 1.62461
H 2.09379 -0.62719 0.39119
*
```

Summary:
Strongest force on any atom in Eh/bohr: 0.089
Energy relative to the best compared isomer or geometry (same formula, charge and spin) in kcal/mol: 52.12
SMILES: CC(C)NN.CC=O.C
Electronic energy in Eh: -424.06681
Gap between HOMO and LUMO in eV: 10.4

=====

Record 4
A structure of composition C5H4LaO2, computed with ωB97M-V/def2-TZVPD.

Structure (ORCA input):
```
! wB97M-V def2-TZVPD RIJCOSX def2/J DEFGRID3
* xyz 0 2
C -0.48559 -1.63754 0.12800
La 2.33918 0.64640 -1.23476
O 0.85069 -1.62091 0.29097
C 1.67656 -0.57424 0.85891
H 1.15832 0.05660 1.60536
H 2.51768 -1.09810 1.34246
O -2.35212 -0.79653 -1.05868
C -1.12862 -0.54415 -0.40245
C -0.77459 0.82614 -0.32963
C -0.44134 2.00734 -0.39581
H -3.04548 -0.32758 -0.58071
H -0.31468 3.06259 -0.22365
*
```

Summary:
⟨S²⟩: 0.7517
Strongest force on any atom in Eh/bohr: 0.046
Energy relative to the best compared isomer or geometry (same formula, charge and spin) in kcal/mol: 0.00
Electronic energy in Eh: -374.62537
Gap between HOMO and LUMO (alpha / beta) in eV: 5.3 / 4.9

=====

Record 5
An isolated molecule of C4H9NP2, computed with ωB97M-V/def2-TZVPD.

Structure (ORCA input):
```
! wB97M-V def2-TZVPD RIJCOSX def2/J DEFGRID3
* xyz 0 1
P 1.62150 -0.44201 3.63036
N 2.29344 -0.23795 1.99954
P 1.30831 0.04642 0.75661
C -0.34135 -0.18904 -0.72670
C -1.23921 -0.85752 -1.46943
C -2.06790 0.35336 -1.75873
C -1.04328 1.19094 -0.92309
H 1.68616 0.94111 4.16901
H 2.92543 -0.48139 4.22010
H 0.77270 1.28288 0.71389
H 2.31449 0.28270 -0.25805
H -1.42229 -1.91093 -1.61669
H -2.10635 0.70191 -2.73424
H -3.06276 0.36035 -1.34544
H -1.37917 1.76109 -0.08221
H -0.59722 1.93927 -1.49174
*
```

Summary:
Strongest force on any atom in Eh/bohr: 0.065
Energy relative to the best compared isomer or geometry (same formula, charge and spin) in kcal/mol: 58.62
SMILES: PN=[PH2]C1=CCC1
Electronic energy in Eh: -895.07093
Gap between HOMO and LUMO (alpha / beta) in eV: 7.9 / 7.9

=====

Record 6
A structure of composition C7H10N3O2, computed with ωB97M-V/def2-TZVPD.

Structure (ORCA input):
```
! wB97M-V def2-TZVPD RIJCOSX def2/J DEFGRID3
* xyz 1 1
C -1.62314 0.54344 0.22455
C -3.45458 0.37131 1.86927
C 0.69042 -0.64384 0.51041
C -2.16408 1.38071 -0.65888
C 0.30220 -0.07436 -1.39380
C -1.52606 -0.04435 2.78168
C 2.65272 -1.16626 -0.94318
N -2.24924 0.20724 1.52313
N 1.31072 -0.89371 -0.71024
N -0.39088 0.00269 -0.09705
O -4.51129 0.58392 2.20186
O 0.95364 -0.95220 1.62648
H -1.64788 1.62075 -1.54582
H -3.09009 1.80929 -0.33104
H 0.55990 0.93915 -1.62614
H -0.29894 -0.54884 -2.08440
H -0.47386 -0.58356 2.50841
H -1.19127 0.91061 3.36991
H -2.04278 -0.64403 3.51972
H 3.01039 -1.33114 0.01356
H 2.88147 -2.16950 -1.48083
H 3.13420 -0.41001 -1.63443
*
```

Summary:
Strongest force on any atom in Eh/bohr: 0.102
Energy relative to the best compared isomer or geometry (same formula, charge and spin) in kcal/mol: 87.20
Electronic energy in Eh: -587.10701
Gap between HOMO and LUMO in eV: 8.4

=====

Record 7
An isolated molecule of C3H8N4, computed with ωB97M-V/def2-TZVPD.

Structure (ORCA input):
```
! wB97M-V def2-TZVPD RIJCOSX def2/J DEFGRID3
* xyz 0 1
C 1.83338 -0.07503 -0.86488
C 0.46080 -0.29282 -0.30703
C -0.68415 0.38094 -0.67336
N -0.80517 1.38749 -1.60285
N 0.32482 -1.01330 0.83284
N -0.35518 -0.30707 1.66361
N -0.98050 -1.13908 2.53896
H 2.42387 -0.99220 -0.77702
H 2.36170 0.71811 -0.32492
H 1.79750 0.20316 -1.92257
H -1.64245 -0.10415 -0.49372
H -0.02991 2.04119 -1.61467
H -1.70911 1.84818 -1.60435
H -1.70705 -0.65421 3.05279
H -1.28855 -2.00122 2.09719
*
```

Summary:
Strongest force on any atom in Eh/bohr: 0.045
Energy relative to the best compared isomer or geometry (same formula, charge and spin) in kcal/mol: 72.36
SMILES: CC(=C\N)/N=N/N
Electronic energy in Eh: -338.03848
Gap between HOMO and LUMO in eV: 8.4

=====

Record 8
A structure of composition C7H14OPReS, computed with ωB97M-V/def2-TZVPD.

Structure (ORCA input):
```
! wB97M-V def2-TZVPD RIJCOSX def2/J DEFGRID3
* xyz 1 4
C 2.01144 1.08876 -1.46082
C 3.23892 1.29617 -0.83903
C 3.39109 1.55879 0.52742
C 2.36902 1.35811 1.45208
C 1.24790 0.54559 1.18789
Re 0.41703 0.32309 -0.53752
P 0.56848 -1.60882 -1.78395
H 2.04434 1.23366 -2.55368
H 4.15154 1.23222 -1.44277
H 4.35706 1.93099 0.88595
H 0.75066 0.20934 2.09879
H 2.49214 1.78469 2.45313
H 0.41388 -2.91828 -1.25880
H 1.54846 -1.96221 -2.72901
H -0.52984 -1.61206 -2.72624
C -2.69330 0.43744 1.75718
S -1.85182 -0.77773 0.73868
C -3.26151 -1.50835 -0.14913
O -1.47233 0.33851 -0.54100
H -3.08648 -0.08941 2.62214
H -3.48401 0.84888 1.12237
H -2.02007 1.23173 2.07192
H -4.04922 -0.74993 -0.18431
H -2.99922 -1.81649 -1.16775
H -3.55417 -2.37468 0.45646
*
```

Summary:
⟨S²⟩: 3.8213
Strongest force on any atom in Eh/bohr: 0.101
Energy relative to the best compared isomer or geometry (same formula, charge and spin) in kcal/mol: 53.10
Electronic energy in Eh: -1167.69022
Gap between HOMO and LUMO (alpha / beta) in eV: 5.9 / 6.1

=====

Q: Number 3 is which compound?
A: C6H18N2O

=====

Q: Which value of energy relative to the best compared isomer or geometry (same formula, charge and spin) does entry 1 give?
A: 73.97 kcal/mol

=====

Q: Number 5 is which compound?
A: C4H9NP2

=====

Q: The lowest strongest force on any atom belongs to which entry?
A: C7H14